Record 1
DFT (ωB97M-V with the def2-TZVPD basis set) results for a cluster of 26 separate species, C6H66B2ClN2O29 in total at a distorted geometry.

Geometry as ORCA input:
```
! wB97M-V def2-TZVPD RIJCOSX def2/J DEFGRID3
* xyz 1 1
C 0.0446 1.8438 -2.8479
C 1.2190 1.0315 -2.3666
O 2.0673 1.6585 -1.3494
B 1.4566 1.8226 -0.1348
O 0.3867 2.6438 0.1071
C 2.1995 1.0199 1.0558
O 1.9772 1.4792 2.3767
C 0.7243 1.1358 2.9287
C 0.3386 -0.3328 2.7638
N 0.6592 -0.8212 1.3821
Cl 0.1988 -2.5124 1.2396
C 2.0865 -0.5132 0.9869
B 3.1884 -1.3366 1.8713
N 3.3460 -2.7271 1.6036
O 3.8678 -0.6924 2.8849
H 0.3308 2.8560 -3.1364
H -0.3476 1.3296 -3.7274
H -0.7497 1.8597 -2.1069
H 0.8752 0.0638 -1.9800
H 1.8688 0.8049 -3.2145
H -0.5135 2.3407 0.1512
H 3.2721 1.1803 0.8548
H 0.8032 1.2878 4.0106
H -0.0753 1.7882 2.5607
H -0.7410 -0.4005 2.9179
H 0.8318 -1.0016 3.4756
H -0.0120 -0.3679 0.7092
H 2.1951 -0.7954 -0.0741
H 4.0731 -3.1127 2.1992
H 3.5593 -2.9618 0.6432
H 4.6654 -0.2567 2.5906
O -2.1442 0.9528 4.0383
H -1.8890 1.5406 4.7678
H -2.9820 0.6195 4.3827
O -1.2804 -0.2652 -0.5736
H -0.8135 -1.0305 -0.9415
H -2.1142 -0.6305 -0.2097
O 1.5647 1.3919 6.2907
H 2.4456 1.0831 6.0547
H 1.7172 2.0013 7.0183
O 3.1562 -6.0678 1.6887
H 3.5001 -5.1917 1.5059
H 2.3962 -6.1794 1.1124
O -4.0529 2.2699 5.7793
H -3.5456 2.7515 6.4382
H -4.5087 2.9670 5.2931
O -2.2397 -5.1779 0.3805
H -1.5546 -4.7320 0.8800
H -3.0804 -4.8325 0.7270
O -4.1855 5.0999 4.9475
H -3.8148 5.8056 5.4925
H -3.9142 5.3585 4.0603
O -3.8322 -4.2162 -2.1287
H -4.5411 -4.8619 -2.0703
H -3.0321 -4.6842 -1.8590
O -1.5167 3.5763 5.2965
H -0.8980 4.2017 5.6826
H -2.3480 4.0681 5.1995
O 1.8609 -4.2600 -1.5146
H 2.0901 -3.7514 -0.7341
H 0.9996 -4.6424 -1.3219
O -4.1918 -3.8154 -5.2763
H -3.4195 -4.2353 -5.6616
H -3.9156 -3.5196 -4.4034
O -2.9722 -1.7952 1.8641
H -2.0576 -2.0050 1.6848
H -3.0080 -1.1873 2.6102
O -3.6928 -1.3574 -1.8409
H -3.7310 -2.3188 -1.9737
H -2.8944 -1.0573 -2.2871
O -3.5647 1.9489 -1.7340
H -4.1597 1.2026 -1.5880
H -2.7275 1.6685 -1.3546
O -4.7254 -4.2256 1.0395
H -4.4886 -3.3738 1.4259
H -5.6667 -4.3294 1.1981
O 0.1644 -1.6170 -3.6235
H 0.0956 -2.5841 -3.5926
H 1.0351 -1.5184 -4.0319
O 2.7181 3.7314 -3.7325
H 3.2663 4.0153 -2.9958
H 2.7826 2.7709 -3.7168
O -2.0636 7.1809 4.8481
H -1.7095 7.8500 5.4412
H -1.7493 7.4327 3.9749
O 0.4774 -4.2936 -4.7046
H 0.4134 -5.2513 -4.6758
H 1.3238 -4.0960 -5.1209
O 6.1225 -0.2243 5.3016
H 6.3981 0.6914 5.2122
H 5.5386 -0.4090 4.5629
O 3.9625 6.8032 -4.6023
H 3.3726 6.0430 -4.5560
H 4.6573 6.6297 -3.9640
O 0.9298 0.6900 -5.7038
H 1.1968 0.3721 -6.5703
H 0.0924 0.2394 -5.5425
O 4.3073 0.5370 -3.2163
H 5.1454 0.1183 -3.4354
H 4.4921 1.1143 -2.4699
O -3.7844 1.5638 -4.9710
H -3.5584 2.0088 -4.1453
H -4.6492 1.1802 -4.8046
O 2.6835 -1.8358 -5.5795
H 3.0547 -1.1629 -4.9956
H 3.0932 -1.6550 -6.4305
*
```

## Properties
* largest force on an atom: 1.3 eV Å⁻¹
* calculated total energy: -83523.708 eV
* LUMO: -4.19 eV
* HOMO level: -12.5 eV

Record 2
DFT (ωB97M-V with the def2-TZVPD basis set) results for a structure of composition C6H6AuO2 at a distorted geometry.

Geometry as ORCA input:
```
! wB97M-V def2-TZVPD RIJCOSX def2/J DEFGRID3
* xyz 3 3
O -0.0459 -1.9641 0.6494
C 0.7178 -1.3632 -0.1049
C 0.8747 0.0968 -0.1821
C 1.9948 0.5463 -0.7899
Au -0.8776 -1.1089 2.0456
H 1.4465 -1.9596 -0.6797
H 2.2367 1.6077 -0.8447
H 2.7064 -0.1514 -1.2357
C -0.0263 1.0128 0.6732
O -0.7586 0.5618 1.5611
C -1.1377 2.2862 -1.2589
C -0.3996 2.2245 -0.1426
H -1.4746 3.2518 -1.6373
H -1.3392 1.4203 -1.8910
H -0.1265 3.1491 0.3715
*
```

## Properties
* largest force on an atom: 11.3 eV Å⁻¹
* calculated total energy: -14061.815 eV
* LUMO (alpha / beta): -15.27 / -18.29 eV
* HOMO level (alpha / beta): -23.6 / -25.3 eV